[1]
The following is a quantum chemistry calculation of a molecular structure, C45H51AsClN5PRbS2Te, from OMol25.

Atoms and positions in Å:
Rb 1.555 0.293 0.833
Cl 1.403 3.683 -1.454
C 0.409 5.035 -1.047
C 0.971 6.236 -0.628
C 0.154 7.245 -0.162
C -1.205 6.987 0.078
C -1.790 5.804 -0.411
C -0.975 4.775 -0.997
P -1.455 3.033 -1.104
C -3.238 3.009 -0.701
C -3.646 3.299 0.602
C -4.987 3.220 0.933
C -5.942 2.806 0.040
C -5.534 2.454 -1.241
C -4.225 2.731 -1.642
C -1.426 2.755 -2.888
C -1.410 1.396 -3.249
C -1.460 1.046 -4.647
C -1.547 2.038 -5.626
C -1.457 3.380 -5.233
C -1.414 3.740 -3.896
H 2.032 6.367 -0.749
H 0.639 8.196 0.056
H -1.852 7.676 0.611
H -2.857 5.613 -0.299
H -2.914 3.614 1.334
H -5.289 3.521 1.941
H -7.031 2.765 0.350
H -6.238 2.067 -2.001
H -4.014 2.761 -2.715
H -1.176 0.665 -2.483
H -1.596 -0.003 -4.846
H -1.703 1.831 -6.737
H -1.532 4.122 -6.007
H -1.416 4.788 -3.619
N 2.289 -3.863 -0.744
N 2.012 -2.449 -0.916
H 1.871 -4.413 -1.509
H 1.710 -4.119 0.088
H 1.712 -2.223 -1.874
H 2.911 -1.986 -0.706
C -2.820 -3.168 -0.992
As -2.046 -1.643 0.042
C -3.744 -0.794 0.559
C -1.478 -2.330 1.878
C -2.637 -2.931 2.604
C -2.972 -4.294 2.335
C -3.969 -4.887 3.080
C -4.671 -4.136 3.996
C -4.329 -2.821 4.337
C -3.382 -2.185 3.555
H -3.870 -3.330 -0.698
H -2.238 -4.075 -0.898
H -2.778 -2.806 -2.043
H -4.474 -1.534 0.790
H -4.097 -0.257 -0.313
H -3.540 -0.082 1.362
H -1.124 -1.411 2.356
H -0.640 -3.033 1.747
H -2.438 -4.859 1.573
H -4.332 -5.887 2.838
H -5.530 -4.560 4.521
H -4.890 -2.268 5.117
H -3.197 -1.101 3.643
C 0.865 -1.840 6.413
C 0.689 -0.413 5.989
C 0.819 0.665 6.900
C 0.625 1.933 6.417
N 0.286 2.137 5.133
C 0.019 1.072 4.352
S -0.928 1.242 2.893
N 0.496 -0.174 4.700
H 0.985 -1.887 7.480
H 1.721 -2.271 5.921
H -0.055 -2.442 6.205
H 0.996 0.448 7.919
H 0.693 2.823 7.032
Te 1.302 -0.913 -4.506
C 1.035 -0.317 -6.465
C 0.437 -1.093 -7.520
C 0.560 -0.449 -8.770
C 1.203 0.770 -8.685
S 1.725 1.162 -7.093
H 0.131 -2.122 -7.285
H 0.142 -0.905 -9.680
H 1.462 1.411 -9.493
C 5.255 -4.183 0.683
N 5.376 -3.235 1.787
C 5.444 -3.857 3.123
C 4.679 -1.984 1.642
C 5.149 -1.182 0.442
C 6.513 -0.994 0.144
C 6.860 -0.208 -0.977
C 5.904 0.464 -1.696
C 4.540 0.212 -1.413
C 4.194 -0.481 -0.276
H 6.068 -4.937 0.781
H 5.341 -3.694 -0.288
H 4.281 -4.706 0.682
H 6.032 -4.780 3.085
H 4.441 -4.026 3.537
H 5.998 -3.162 3.789
H 4.805 -1.396 2.571
H 3.592 -2.225 1.529
H 7.234 -1.539 0.744
H 7.929 -0.082 -1.224
H 6.211 1.070 -2.533
H 3.798 0.582 -2.116

- largest force on an atom (eV/Å) = 2.95
- total charge = -2
- ΔE to the lowest compared entry with this formula, charge and spin (kJ/mol) = 0.0
- HOMO-LUMO gap (eV) = 4.97
- LUMO level (eV) = 3.70
- electronic energy (eV) = -167209.0889
- HOMO energy (eV) = -1.273

=====

[2]
The following is a quantum chemistry calculation of a molecular structure, C45H51N2O4P2ReSiTe, from OMol25.

Atoms and positions in Å:
Re -0.401 0.692 0.454
C 4.361 0.613 -2.761
C 3.110 1.199 -2.859
C 2.239 1.145 -1.781
C 2.642 0.532 -0.607
C 3.890 -0.071 -0.501
C 4.742 -0.031 -1.589
N 1.768 0.595 0.523
N 2.337 0.524 1.632
C 1.494 0.770 2.708
C 2.074 0.844 3.972
C 1.306 1.310 5.023
C 0.000 1.721 4.778
C -0.567 1.622 3.515
C 0.153 1.106 2.432
H 5.039 0.644 -3.603
H 2.802 1.686 -3.774
H 1.249 1.573 -1.859
H 4.173 -0.571 0.415
H 5.710 -0.509 -1.525
H 3.112 0.567 4.094
H 1.725 1.383 6.017
H -0.592 2.129 5.588
H -1.582 1.976 3.379
C -3.960 -3.812 -1.492
C -4.215 -2.495 -0.807
O -3.195 -1.552 -1.248
P -3.114 -0.122 -0.600
O -1.888 0.594 -1.181
Te -2.814 0.012 1.727
O -4.457 0.630 -0.963
C -4.938 0.690 -2.338
C -4.946 2.125 -2.802
H -4.760 -4.507 -1.240
H -3.015 -4.239 -1.158
H -3.939 -3.689 -2.574
H -4.133 -2.590 0.279
H -5.192 -2.079 -1.059
H -5.940 0.265 -2.319
H -4.306 0.065 -2.972
H -5.575 2.736 -2.157
H -5.336 2.181 -3.818
H -3.937 2.533 -2.803
C -1.057 3.548 -1.569
P -0.393 3.159 0.076
C 1.263 3.885 0.155
C 1.844 4.499 -0.952
C 3.136 4.997 -0.875
C 3.853 4.889 0.306
C 3.273 4.294 1.418
C 1.984 3.796 1.345
C -1.432 4.140 1.192
C -2.771 3.776 1.333
C -3.609 4.515 2.150
C -3.118 5.621 2.831
C -1.791 5.994 2.682
C -0.948 5.260 1.860
H -1.056 4.626 -1.731
H -2.078 3.172 -1.597
H -0.495 3.046 -2.355
H 1.302 4.586 -1.884
H 3.582 5.466 -1.742
H 4.862 5.274 0.363
H 3.827 4.218 2.344
H 1.535 3.344 2.222
H -3.162 2.910 0.814
H -4.646 4.224 2.257
H -3.772 6.196 3.472
H -1.409 6.861 3.204
H 0.084 5.561 1.747
C 1.621 -1.886 -2.970
C 0.526 -2.764 -2.352
C -0.816 -2.311 -2.942
C 0.748 -4.222 -2.788
Si 0.477 -2.636 -0.460
O -0.167 -1.185 0.047
C 2.159 -2.803 0.362
C 3.301 -3.336 -0.234
C 4.475 -3.513 0.487
C 4.528 -3.157 1.827
C 3.396 -2.645 2.447
C 2.227 -2.482 1.721
C -0.575 -3.986 0.318
C -0.354 -5.350 0.104
C -1.103 -6.314 0.760
C -2.086 -5.940 1.667
C -2.295 -4.594 1.925
C -1.543 -3.637 1.258
H 1.750 -2.158 -4.022
H 2.593 -1.971 -2.483
H 1.328 -0.837 -2.948
H -0.761 -2.361 -4.034
H -1.061 -1.287 -2.659
H -1.637 -2.953 -2.619
H 0.791 -4.256 -3.880
H -0.070 -4.870 -2.475
H 1.682 -4.646 -2.414
H 3.291 -3.619 -1.278
H 5.347 -3.931 0.002
H 5.442 -3.294 2.389
H 3.421 -2.387 3.497
H 1.344 -2.103 2.226
H 0.427 -5.682 -0.570
H -0.912 -7.362 0.571
H -2.670 -6.693 2.179
H -3.038 -4.286 2.651
H -1.713 -2.592 1.474

- largest force on an atom (eV/Å) = 0.87
- total charge = +1
- ΔE to the lowest compared entry with this formula, charge and spin (kJ/mol) = 0.0
- 2S+1 = 4
- HOMO-LUMO gap (spin up / spin down) (eV) = 6.97 / 6.53
- LUMO level (spin up / spin down) (eV) = -3.40 / -4.23
- electronic energy (eV) = -94541.1526
- HOMO energy (spin up / spin down) (eV) = -10.367 / -10.762

=====

[3]
The following is a quantum chemistry calculation of a molecular structure, C45H52BCl2F5Ge2MnN5O2Te2, from OMol25.

Atoms and positions in Å:
Mn -0.902 -0.527 0.829
B -4.049 -2.014 1.433
N -3.159 -1.280 2.483
C -3.575 -1.022 3.716
C -2.489 -0.679 4.513
C -1.412 -0.754 3.660
N -1.819 -1.127 2.426
N -3.402 -1.880 0.016
C -4.035 -2.244 -1.091
C -3.299 -1.842 -2.196
C -2.188 -1.226 -1.664
N -2.255 -1.258 -0.317
H -5.111 -1.467 1.433
H -4.120 -3.183 1.705
H -4.617 -1.131 3.953
H -2.494 -0.426 5.556
H -0.369 -0.586 3.856
H -4.984 -2.743 -1.018
H -3.539 -1.985 -3.232
H -1.348 -0.771 -2.151
C -1.986 6.588 -5.143
C -1.513 5.523 -4.204
C -0.167 5.371 -3.906
C 0.294 4.428 -2.999
C 1.788 4.267 -2.922
C -0.655 3.635 -2.342
Te 0.087 2.530 -0.716
N 1.259 1.272 -1.628
C 1.129 -0.016 -1.528
O 0.497 -0.708 -0.646
C 1.836 -0.771 -2.621
C 2.543 -1.946 -2.389
C 3.185 -2.589 -3.436
C 3.108 -2.076 -4.721
C 2.400 -0.908 -4.960
C 1.782 -0.248 -3.912
C 1.676 3.686 0.072
C 2.874 3.002 0.251
C 3.963 3.662 0.802
C 3.839 5.000 1.148
C 2.643 5.661 0.941
C 1.521 5.027 0.401
C 0.288 5.855 0.199
C -2.011 3.649 -2.717
C -3.095 2.671 -2.343
C -2.400 4.621 -3.638
H -1.222 6.839 -5.876
H -2.225 7.497 -4.589
H -2.886 6.278 -5.671
H 0.563 5.980 -4.425
H 2.176 4.348 -3.937
H 2.118 3.304 -2.545
H 2.250 5.052 -2.325
H 2.603 -2.356 -1.395
H 3.743 -3.495 -3.245
H 3.602 -2.585 -5.536
H 2.339 -0.506 -5.962
H 1.248 0.676 -4.084
H 2.967 1.969 -0.053
H 4.896 3.136 0.950
H 4.677 5.534 1.573
H 2.564 6.709 1.201
H 0.534 6.721 -0.416
H -0.073 6.214 1.163
H -0.533 5.331 -0.280
H -2.749 1.787 -1.829
H -3.584 2.359 -3.267
H -3.876 3.155 -1.747
H -3.441 4.644 -3.935
Cl 0.881 0.788 1.848
C 0.791 1.753 3.400
Cl 1.656 0.964 4.673
H -0.272 1.855 3.610
H 1.252 2.693 3.104
C 1.060 -2.867 4.945
Ge 0.100 -3.841 3.543
C 0.904 -5.646 3.523
C -1.790 -4.084 4.003
Ge 0.472 -2.820 1.338
C -0.386 -3.981 0.018
C -1.093 -5.077 0.521
C -1.701 -5.993 -0.326
C -1.627 -5.822 -1.697
C -0.962 -4.721 -2.214
C -0.362 -3.807 -1.365
C 2.439 -2.596 1.257
C 3.122 -3.696 1.787
C 4.507 -3.730 1.864
C 5.253 -2.650 1.429
C 4.599 -1.546 0.907
C 3.217 -1.523 0.821
H 1.188 -3.559 5.778
H 0.523 -1.998 5.317
H 2.049 -2.559 4.608
H 0.238 -6.301 4.083
H 1.868 -5.631 4.030
H 1.037 -6.071 2.531
H -1.983 -3.675 4.993
H -2.017 -5.149 4.029
H -2.475 -3.621 3.298
H -1.195 -5.238 1.587
H -2.235 -6.834 0.092
H -2.097 -6.536 -2.359
H -0.917 -4.564 -3.284
H 0.120 -2.944 -1.790
H 2.580 -4.571 2.130
H 4.996 -4.606 2.266
H 6.331 -2.671 1.493
H 5.169 -0.699 0.548
H 2.759 -0.651 0.396
F -3.927 0.974 0.618
Te -3.166 2.675 1.072
F -5.029 3.100 1.200
F -3.149 3.685 2.699
F -2.226 1.495 2.264
F -0.675 3.335 0.992
O -1.241 1.331 -0.305

- largest force on an atom (eV/Å) = 1.20
- total charge = +1
- ΔE to the lowest compared entry with this formula, charge and spin (kJ/mol) = 0.0
- 2S+1 = 4
- HOMO-LUMO gap (spin up / spin down) (eV) = 6.76 / 7.27
- LUMO level (spin up / spin down) (eV) = -4.37 / -3.24
- electronic energy (eV) = -257296.1049
- HOMO energy (spin up / spin down) (eV) = -11.125 / -10.505

=====

[4]
The following is a quantum chemistry calculation of a molecular structure, C45H53As2N8O10SV, from OMol25.

Atoms and positions in Å:
V 0.607 -0.333 -0.066
C 4.550 -3.796 4.683
C 3.749 -3.322 3.500
C 3.099 -4.233 2.671
C 2.336 -3.867 1.545
C 1.822 -4.914 0.735
N 1.595 -4.911 -0.626
C 2.291 -4.057 -1.576
C 3.808 -3.958 -1.383
C 4.437 -2.981 -2.364
N 3.845 -1.645 -2.212
C 4.183 -0.601 -2.905
C 3.507 0.647 -2.918
C 4.082 1.651 -3.727
C 3.467 2.886 -3.785
C 4.043 4.007 -4.609
C 2.304 3.092 -3.052
C 1.654 2.128 -2.242
C 0.432 2.439 -1.637
N -0.342 1.595 -0.720
C -0.713 2.434 0.493
C 0.089 2.163 1.751
C 1.585 1.953 1.532
N 1.769 0.513 1.323
C 2.620 -0.121 2.046
C 2.816 -1.544 2.126
C 3.641 -1.984 3.190
C 2.121 -2.465 1.322
O 1.228 -2.084 0.428
C 2.313 0.870 -2.206
O 1.829 -0.132 -1.439
H 4.970 -4.786 4.507
H 3.929 -3.859 5.580
H 5.372 -3.115 4.902
H 3.219 -5.293 2.873
H 1.738 -5.891 1.196
H 1.374 -5.824 -0.982
H 1.853 -3.064 -1.523
H 2.065 -4.444 -2.572
H 4.272 -4.935 -1.531
H 4.036 -3.649 -0.363
H 4.264 -3.317 -3.391
H 5.514 -2.909 -2.217
H 3.006 -1.515 -1.646
H 5.057 -0.709 -3.544
H 4.991 1.445 -4.280
H 4.851 3.649 -5.246
H 4.445 4.798 -3.974
H 3.282 4.455 -5.249
H 1.839 4.072 -3.110
H 0.070 3.458 -1.703
H -1.767 2.312 0.707
H -0.560 3.470 0.194
H -0.292 1.278 2.265
H -0.081 3.004 2.426
H 2.166 2.268 2.400
H 1.943 2.495 0.653
H 3.222 0.470 2.738
H 4.162 -1.241 3.784
N -2.661 1.995 -1.257
C -1.575 1.111 -1.481
S -0.941 0.998 -3.244
N -1.928 -0.261 -1.034
N -1.402 -0.604 0.213
C -2.106 -1.348 0.973
C -1.569 -1.882 2.229
C -2.225 -2.943 2.831
C -1.676 -3.464 3.998
C -0.526 -2.890 4.501
C 0.044 -1.811 3.825
N -0.457 -1.313 2.705
H -2.440 2.908 -1.644
H -3.482 1.640 -1.734
H -3.118 -1.619 0.697
H -3.122 -3.351 2.382
H -2.144 -4.300 4.501
H -0.064 -3.257 5.407
H 0.943 -1.342 4.208
C 1.346 -2.228 -4.769
O 0.156 -1.867 -4.051
C -0.692 -1.090 -4.752
O -0.525 -0.801 -5.901
C -1.850 -0.540 -3.932
C -3.099 -0.406 -4.748
As -3.865 -2.012 -5.495
C -2.383 -3.267 -5.783
C -4.435 -2.795 -3.710
C -4.044 -2.391 -2.492
As -2.321 -1.523 -2.321
C -1.230 -2.998 -1.738
C -4.670 -2.698 -1.161
O -4.035 -3.289 -0.313
O -5.841 -2.169 -0.841
C -6.618 -1.359 -1.754
C -5.599 -3.733 -3.831
O -6.340 -3.761 -4.776
O -5.680 -4.575 -2.791
C -6.794 -5.487 -2.823
C -4.158 0.193 -4.031
O -4.122 0.309 -2.785
O -5.311 0.577 -4.598
C -5.366 0.826 -6.012
H 2.032 -2.608 -4.019
H 1.764 -1.359 -5.272
H 1.122 -3.000 -5.506
H -1.840 -2.977 -6.679
H -2.862 -4.232 -5.948
H -1.688 -3.367 -4.951
H -1.297 -3.751 -2.522
H -1.614 -3.418 -0.813
H -0.200 -2.676 -1.638
H -7.312 -0.817 -1.119
H -7.179 -2.002 -2.430
H -5.987 -0.661 -2.297
H -6.724 -6.060 -1.905
H -6.719 -6.135 -3.694
H -7.730 -4.935 -2.868
H -6.103 1.614 -6.144
H -5.686 -0.068 -6.541
H -4.389 1.142 -6.372

- largest force on an atom (eV/Å) = 1.01
- total charge = +1
- ΔE to the lowest compared entry with this formula, charge and spin (kJ/mol) = 367.0
- 2S+1 = 4
- HOMO-LUMO gap (spin up / spin down) (eV) = 5.05 / 4.95
- LUMO level (spin up / spin down) (eV) = -2.98 / -3.11
- electronic energy (eV) = -238111.8622
- HOMO energy (spin up / spin down) (eV) = -8.026 / -8.059

=====

| no. | M (Da) |
| --- | --- |
| 1 | 1080.5 |
| 2 | 1087.8 |
| 3 | 1327.0 |
| 4 | 1098.8 |